(1)
Density functional theory data (ωB97M-V with the def2-TZVPD basis set) for a single C21H23N5O3S molecule in a non-equilibrium geometry.

ORCA input file:
```
! RIJCOSX wB97M-V def2-TZVPD def2/J DEFGRID3
* xyz 0 1
C 3.01 -1.00 -3.71
C 2.17 -0.23 -2.75
C 2.18 1.17 -2.72
C 1.39 1.87 -1.83
C 0.58 1.20 -0.93
C -0.29 1.94 0.00
N -1.01 2.88 -0.53
N -1.85 3.52 0.27
C -2.73 4.53 -0.03
C -2.84 5.14 -1.37
N -3.41 4.83 1.04
N -3.02 4.05 2.06
C -2.08 3.26 1.61
C -1.27 2.26 2.24
C -1.36 1.95 3.60
C -0.51 1.03 4.14
C 0.47 0.42 3.35
C 0.57 0.71 2.01
C -0.32 1.61 1.42
C 0.55 -0.20 -0.95
C 1.34 -0.88 -1.85
S 1.27 -2.68 -1.91
O 2.57 -3.20 -1.58
O 0.69 -3.05 -3.17
N 0.14 -3.05 -0.73
C 0.47 -3.79 0.49
C 0.95 -5.21 0.17
C 1.55 -3.02 1.25
C -0.83 -3.86 1.32
O -0.67 -4.50 2.56
H 3.68 -1.67 -3.17
H 2.37 -1.62 -4.33
H 3.59 -0.34 -4.34
H 2.81 1.70 -3.42
H 1.39 2.95 -1.83
H -1.98 5.78 -1.56
H -3.75 5.74 -1.41
H -2.87 4.36 -2.13
H -2.11 2.47 4.19
H -0.58 0.78 5.19
H 1.16 -0.27 3.80
H 1.35 0.26 1.41
H -0.10 -0.75 -0.30
H -0.67 -3.43 -1.20
H 1.05 -5.78 1.08
H 0.24 -5.71 -0.48
H 1.91 -5.16 -0.34
H 1.89 -3.60 2.10
H 2.39 -2.84 0.59
H 1.15 -2.06 1.60
H -1.58 -4.44 0.79
H -1.22 -2.83 1.46
H -0.04 -3.99 3.09
*
```

Values from the calculation:
- orbital gap (eV) = 8.5
- molecular weight (g mol⁻¹) = 425.51
- LUMO energy (eV) = -0.306
- structure (SMILES) = Cc1ccc(-c2nn3c(C)nnc3c3ccccc23)cc1S(=O)(=O)NC(C)(C)CO
- HOMO energy (eV) = -8.8

(2)
Density functional theory data (ωB97M-V with the def2-TZVPD basis set) for a single C21H23NO8 molecule in a non-equilibrium geometry.

ORCA input file:
```
! RIJCOSX wB97M-V def2-TZVPD def2/J DEFGRID3
* xyz 0 1
C 4.95 1.69 -0.89
O 4.92 1.52 0.51
C 3.93 0.60 0.94
C 2.52 1.09 0.76
C 1.54 0.27 0.24
C 0.24 0.71 0.07
C -0.81 -0.22 -0.50
C -0.36 -0.91 -1.77
C 0.08 -0.12 -2.93
O 0.49 1.02 -2.82
C 0.00 -0.78 -4.23
C 0.57 -0.41 -5.43
C 0.15 -1.37 -6.37
C -0.65 -2.24 -5.69
O -0.75 -1.89 -4.41
C -0.32 -2.24 -1.54
O 0.08 -3.26 -2.29
C -0.78 -2.51 -0.15
O -0.84 -3.63 0.34
N -1.08 -1.33 0.40
C -1.51 -1.14 1.76
C -2.98 -0.69 1.83
O -3.49 -0.67 3.14
C -3.02 0.38 3.95
C -3.90 0.40 5.21
O -5.24 0.67 4.89
C -0.09 2.01 0.44
C 0.88 2.85 0.96
C 2.19 2.41 1.11
O 3.10 3.27 1.61
H 5.22 0.75 -1.38
H 5.70 2.44 -1.10
H 3.98 2.02 -1.28
H 4.06 -0.36 0.42
H 4.14 0.44 2.01
H 1.80 -0.74 -0.05
H -1.73 0.35 -0.68
H 1.20 0.43 -5.58
H 0.41 -1.40 -7.41
H -1.19 -3.11 -6.01
H -0.04 -4.06 -1.74
H -1.41 -2.10 2.27
H -0.86 -0.40 2.24
H -3.60 -1.41 1.28
H -3.09 0.30 1.37
H -1.97 0.23 4.24
H -3.11 1.34 3.42
H -3.80 -0.56 5.72
H -3.57 1.20 5.88
H -5.50 0.03 4.22
H -1.10 2.37 0.32
H 0.64 3.86 1.25
H 3.99 2.89 1.49
*
```

Values from the calculation:
- orbital gap (eV) = 8.2
- molecular weight (g mol⁻¹) = 417.41
- LUMO energy (eV) = -0.303
- structure (SMILES) = COCc1cc([C@H]2C(C(=O)c3ccco3)=C(O)C(=O)N2CCOCCO)ccc1O
- HOMO energy (eV) = -8.5

(3)
Density functional theory data (ωB97M-V with the def2-TZVPD basis set) for a molecular structure, C21H24AlBBrF16O6 in a non-equilibrium geometry.

ORCA input file:
```
! RIJCOSX wB97M-V def2-TZVPD def2/J DEFGRID3
* xyz -1 1
C -0.73 1.92 0.95
O -0.42 0.46 0.96
C 0.92 0.25 0.38
Al 1.06 -1.25 -1.00
Br 2.89 -0.60 -2.51
C 1.69 -3.07 -0.19
B 2.55 -2.74 1.18
O 3.78 -1.87 1.10
O 2.11 -3.26 2.49
C -0.59 -1.49 -2.20
C -1.96 -1.02 -1.44
O -2.48 0.19 -1.72
C -2.66 -1.99 -0.32
C -2.22 -3.59 -0.32
C -2.92 -4.61 0.76
C -4.05 -4.03 1.82
C -4.45 -2.41 1.82
C -3.76 -1.35 0.75
H -1.64 2.16 1.67
H -1.03 2.27 -0.15
H 0.24 2.49 1.31
H 1.67 0.14 1.30
H 1.26 1.25 -0.17
H 0.80 -3.79 0.06
H 2.46 -3.56 -0.96
H 3.51 -1.00 1.55
H 2.20 -2.50 3.15
H -0.74 -2.61 -2.58
H -0.51 -0.85 -3.20
H -1.43 -4.05 -1.08
H -2.59 -5.73 0.73
H -4.57 -4.77 2.56
H -5.24 -1.99 2.59
H -4.06 -0.21 0.74
C -4.49 1.49 -5.56
C -2.99 1.22 -5.43
C -2.22 2.24 -4.60
F -2.27 3.48 -5.13
F -0.90 1.91 -4.53
F -2.45 1.09 -6.67
F -2.85 -0.01 -4.84
O -4.91 2.14 -6.76
C -4.84 3.57 -6.74
C -3.87 4.13 -7.79
F -2.60 3.68 -7.59
F -3.81 5.48 -7.73
F -4.55 3.98 -5.48
F -6.10 4.01 -7.00
H -4.98 0.51 -5.61
H -4.91 1.96 -4.67
H -2.60 2.28 -3.57
H -4.17 3.84 -8.80
C 4.72 -1.14 5.44
C 5.62 -0.59 6.55
C 4.94 0.37 7.52
F 4.49 1.49 6.90
F 5.81 0.79 8.47
F 6.73 -0.03 6.00
F 6.07 -1.67 7.27
O 4.83 -0.48 4.17
C 4.01 0.68 4.02
C 4.84 1.95 3.78
F 5.67 2.21 4.82
F 4.03 3.04 3.65
F 3.17 0.79 5.07
F 3.22 0.44 2.94
H 5.06 -2.16 5.24
H 3.68 -1.25 5.75
H 4.10 -0.10 8.02
H 5.44 1.87 2.87
*
```

Values from the calculation:
- orbital gap (eV) = 7.5
- molecular weight (g mol⁻¹) = 794.08
- LUMO energy (eV) = 1.894
- HOMO energy (eV) = -5.6